Record 1
This record from the Open Molecules 2025 dataset describes C3H4FNO3 as an isolated structure at a distorted geometry. The level of theory is ωB97M-V with the def2-TZVPD basis set.

For the LUMO energy (alpha / beta), the calculation gives -0.73 / -1.41 eV. Its orbital gap (alpha / beta) is 7.05 / 5.68 eV. The total charge is 0.

Geometry (Å):
C 0.69 -0.06 -0.64
C 1.40 0.03 0.73
C 0.12 1.21 -0.19
N -2.24 -0.73 -0.02
O -3.39 -0.70 0.32
O -1.58 -1.69 -0.41
O 0.70 1.27 1.02
F -0.55 2.20 -0.72
H 1.29 -0.08 -1.55
H -0.05 -0.89 -0.70
H 1.13 -0.74 1.45
H 2.47 0.19 0.71

=====

Record 2
This record from the Open Molecules 2025 dataset describes one molecule with the formula C3H4FNOS. The level of theory is ωB97M-V with the def2-TZVPD basis set.

For the LUMO energy, the calculation gives 0.58 eV. Its orbital gap is 10.56 eV. The total charge is 0.

Geometry (Å):
C 0.76 0.28 -0.60
C 0.97 -0.25 0.84
C -0.55 -0.53 0.85
H -2.38 1.10 -1.26
H 1.33 -0.25 -1.40
H 0.85 1.36 -0.73
H 1.58 -1.18 0.93
N -0.65 -0.14 -0.47
O -1.36 -0.92 1.65
F 1.38 0.67 1.76
S -1.92 -0.14 -1.57

=====

Going through the records in order, we get ΔE to the lowest compared entry with this formula, charge and spin values of 164.9, 24.0 kcal per mole.